{"formula": "C2H6N2O2S", "method": "ωB97M-V/def2-TZVPD", "e_homo_ev": -9.88, "homo_lumo_gap_ev": 10.6, "total_energy_ev": -20079.451, "lumo_ev": 0.68, "species": ["C", "C", "N", "N", "O", "O", "S", "H", "H", "H", "H", "H", "H"], "positions_angstrom": [[-0.835, -1.817, -0.585], [-0.161, 1.700, -0.024], [-1.894, -1.201, -0.676], [0.028, -2.523, -0.170], [1.599, -0.173, -0.558], [1.390, 0.456, 1.797], [1.589, 1.078, 0.249], [0.860, -0.259, 1.466], [-0.888, 0.893, -0.058], [-0.176, 2.361, 0.794], [-0.146, 2.278, -1.057], [-2.318, -0.520, -1.269], [0.952, -2.274, 0.090]], "nbo_charge": [0.684, -0.817, -0.794, -0.726, -0.987, -0.846, 1.466, 0.472, 0.251, 0.222, 0.236, 0.416, 0.425]}